Entry from OMol25: C35H98BeNO15 as an isolated structure (the ωB97M-V functional and the def2-TZVPD basis).

## Properties
Energy (hartree): -2589.9364
HOMO level (eV): -9.30
LUMO energy (eV): -5.45
Charge: +1

```
150
Properties=species:S:1:pos:R:3:forces:R:3:mulliken_charge:R:1
H -1.65909 2.04061 -5.34847 -0.013 -0.275 0.108 0.2695
H 3.09911 5.67649 3.84073 0.132 0.073 0.034 0.3534
C 1.35844 4.05905 3.76676 -0.124 -2.138 -0.301 -0.8506
C 0.71801 4.13005 -4.41652 -0.236 -1.674 -0.349 -0.5136
C 2.90016 5.48236 -4.59552 -0.436 -1.054 0.365 -1.3256
Be -4.63994 0.48552 -1.77011 2.751 0.041 1.613 0.7396
O 1.03156 -1.66872 6.71765 0.094 0.279 -0.175 -0.5863
C -1.69685 -0.95011 -5.10220 1.371 -0.059 -0.271 -0.4141
O -4.04936 -1.83784 -2.09070 -0.570 0.599 -0.351 -0.6675
H 3.36538 4.98432 -3.73924 0.087 0.068 -0.022 0.2714
H 4.54498 3.08708 2.61879 0.011 0.096 0.119 0.3677
H -4.80339 -1.42208 3.39762 0.646 0.318 0.038 -0.3524
O 3.47149 -4.88532 -3.89873 -0.409 -0.019 -0.420 -0.5317
C 0.31362 -1.39422 1.03360 -0.191 0.051 0.341 -0.9489
H -1.75915 -2.96434 1.26268 0.129 0.201 0.246 0.4801
O -7.50101 -2.63593 0.76983 0.032 -0.013 -0.741 -0.4948
H -7.20455 -4.07842 -0.87102 -0.186 1.272 -0.309 0.2970
H -0.56219 2.66202 -0.38790 0.180 -0.097 0.127 0.2105
O 5.03541 -3.86221 3.56199 0.164 0.313 0.045 -0.5709
H 0.78972 -2.50735 -1.27290 -0.035 0.056 0.085 -0.0461
C -3.23813 -2.73616 4.13232 -0.061 0.458 -0.673 -0.7273
C -0.29973 2.11605 -1.29449 -1.042 -0.551 -0.447 -1.8022
O 3.50984 4.92962 4.28923 0.102 -0.384 -0.199 -0.5979
H 1.68649 -2.35098 6.53504 -0.103 -0.079 0.112 0.3237
H 4.81217 -1.15894 1.47576 -0.705 -0.055 0.199 -0.0652
H 0.94480 5.88618 -6.26950 0.058 0.021 -0.020 0.3616
H -1.98916 0.91290 0.70885 -0.081 0.032 0.155 0.2179
H -0.67477 -2.20261 -2.10856 -0.352 -0.333 0.018 -0.0203
H -3.37826 -3.47794 3.34365 -0.156 -0.283 0.286 0.1899
O -3.40641 1.59399 -3.60248 -0.505 -0.144 0.633 -0.4992
H -0.98004 1.19831 2.65900 0.010 -0.081 0.159 -0.5916
H -3.68858 3.37154 -1.35293 -0.042 -0.177 -0.198 0.2702
C 1.47868 -0.78896 4.51475 0.345 0.111 -0.068 0.1552
H -0.50645 -3.60869 -1.00897 -0.436 0.119 0.346 0.5582
H -0.66116 -1.28849 -4.95899 -0.112 -0.171 0.086 0.1972
H -2.50166 1.29110 -3.76232 -0.165 -0.159 0.233 -0.1259
H 2.35225 6.33756 -4.19842 0.232 0.289 -0.264 0.3562
C -2.07253 1.14077 2.68308 0.477 0.584 -0.492 1.9202
O -3.95871 2.58593 -0.86402 -0.380 -0.474 -0.039 -0.4709
C 5.11748 -1.76154 2.33137 0.592 0.251 0.598 -0.6896
H 4.29610 -2.31285 -4.87550 -0.141 0.228 -0.153 0.3007
H -0.12576 4.80314 -4.26172 0.501 0.647 -0.081 0.4858
H -2.43291 -1.26700 1.17666 -0.484 -0.332 0.267 -0.2134
H 1.99009 1.33484 -0.20596 -0.017 0.066 -0.022 0.4181
H -3.18843 -2.11061 -1.75365 0.219 0.601 0.027 0.1163
H -5.99009 -3.48005 3.98874 0.523 -0.230 0.100 0.2948
C 5.32474 0.72638 -1.16717 0.951 -1.021 -0.208 0.4713
O -2.13149 0.02011 -1.26926 -0.872 -1.129 -1.583 1.2101
H 3.35295 -3.01426 2.72710 0.011 0.308 -0.150 -0.0109
H -0.91776 -0.44249 -6.99802 -0.595 -0.042 -0.541 0.3735
O -4.26956 -0.87513 5.31163 0.228 -0.623 -0.495 -0.5500
H 0.51307 -1.10455 4.11412 -0.018 -0.313 0.323 -0.1524
H 4.56348 -3.53930 -2.75995 0.141 0.021 -0.325 0.3137
C 0.49621 0.63898 6.36672 1.125 -0.366 0.532 -1.0225
H -1.96053 -0.51647 -4.13392 -0.482 -0.021 -0.208 -0.2376
H -0.47485 0.44975 5.91412 -0.038 0.342 -0.091 0.1115
C 1.45382 -0.48860 6.01299 -0.395 -0.319 -0.324 0.2976
H 4.15883 1.95201 -2.51776 0.071 -0.012 -0.288 0.1956
C -0.29725 -2.54719 -1.14280 0.889 0.321 -0.775 -1.5891
H 2.24609 -1.56094 4.39684 -0.244 -0.120 -0.474 -0.0154
O -5.14003 0.25162 0.50369 0.923 0.653 -0.773 -0.5836
H -2.31355 3.16235 3.60867 0.127 -0.035 -0.456 0.3132
C 1.13073 0.73450 0.09835 0.082 -0.653 0.356 -1.9564
H -2.27723 -1.83737 -5.34730 -0.231 0.082 0.195 0.4381
H 3.04839 3.01513 4.58271 0.003 -0.261 -0.338 0.1143
C -4.48962 -1.90900 4.33228 -1.144 0.292 -0.077 1.1096
C -5.40504 -3.72300 0.29606 -0.077 0.646 0.153 -0.2794
H -5.04532 -4.13058 1.24057 -0.099 -0.343 -0.101 0.2865
H -5.57534 -0.10367 1.28834 -0.296 -0.203 -0.281 0.2942
C -2.00521 -2.10796 0.63795 0.492 0.443 -0.823 -1.2621
H 1.00710 3.68976 -3.46173 0.174 0.309 0.090 -0.0542
H -2.67284 -2.49435 -0.12120 -0.482 0.111 0.187 0.2572
C 3.38568 -2.48175 -4.29861 0.671 -1.197 -0.413 -0.8136
O 1.48549 5.12053 -6.49164 -0.172 -0.462 -0.113 -0.5772
C -5.73632 -2.69319 4.70673 -0.573 -0.492 0.159 -1.4906
H 2.86451 -3.35737 -2.53211 -0.176 -1.075 0.159 -0.1254
H 5.86136 1.62075 -3.07502 -0.236 -0.082 -0.181 0.4143
H -3.66030 2.07563 -4.40044 -0.209 -0.260 -0.022 0.3869
H 3.57343 -0.36176 -1.64411 -0.147 -0.481 0.550 -0.7291
H -2.36465 0.12229 2.95099 -0.039 0.028 0.088 -0.7145
C 5.20274 1.81563 -2.22993 -0.125 0.051 1.085 -1.3579
C -1.64241 0.00139 -6.30774 -0.805 0.594 1.183 0.0746
H 3.06532 -1.57139 -3.80077 0.053 0.033 0.032 0.0385
H 0.40498 0.69846 7.45179 -0.213 -0.101 -0.014 0.4290
C 4.62786 -0.59526 -1.48156 -0.171 0.762 -0.828 0.1910
H -0.75778 1.92387 -6.84684 -0.442 -0.028 -0.151 0.5070
H 6.18606 -1.87433 2.12978 -0.005 -0.424 0.280 0.4021
O -2.97408 0.20638 -6.80203 0.618 -0.339 -0.572 -0.5331
H 0.99564 4.42234 4.72476 0.332 0.657 -0.090 0.3688
H -4.90860 -4.19401 -0.55191 0.173 -0.146 0.165 0.3919
H -2.51754 1.78525 4.67171 0.125 -0.048 -0.043 0.3296
H 0.28895 3.28946 -4.96934 -0.258 0.034 0.143 0.1177
H 1.77215 0.05800 3.88473 0.205 0.145 0.329 -0.0607
H -1.17823 2.14559 -1.94348 0.110 0.140 -0.125 0.0216
H -6.65070 -2.09546 4.68129 0.325 0.471 0.222 0.3764
H 3.66755 5.71596 -5.32712 0.017 0.435 0.116 0.3715
H 3.01596 2.48884 2.00447 -0.070 0.036 0.068 -0.0394
C 1.91267 4.51730 -5.26739 0.267 1.568 0.228 0.2729
C 4.42506 -3.08954 2.52433 0.199 -0.859 -0.703 0.0944
H -2.91365 -3.19079 5.06860 0.073 -0.125 -0.097 0.5222
H 2.60638 -2.82955 -4.97962 -0.046 0.215 -0.050 0.3742
H 1.67998 -0.50916 -2.08707 -0.222 -0.167 0.354 -0.8917
C 0.78439 0.07828 -2.28112 0.467 0.436 -1.603 0.1462
C 3.49973 3.35597 2.47046 -0.161 -0.647 -0.375 -0.8643
C 2.85265 3.73145 3.77951 0.056 1.947 1.174 0.5058
H 2.46140 3.61690 -5.54687 -0.143 -0.053 -0.104 0.3278
C -6.91429 -3.77872 0.14402 -0.201 -1.599 1.168 -0.5149
C 0.09498 0.66246 -1.04823 1.396 -0.452 1.084 2.9610
H -2.46569 -2.07639 3.72883 0.213 -0.027 0.386 -0.0879
H 4.96899 1.09539 -0.20123 -0.017 0.033 -0.058 -0.0389
H -0.09623 1.11309 -5.51235 -0.185 0.432 0.532 0.2377
N -0.99458 -0.20743 -0.57793 -1.156 1.489 0.971 0.6172
H 4.40251 -4.02696 4.26214 -0.027 0.026 0.024 0.3203
H 1.00392 1.56086 6.07588 -0.572 0.182 -0.370 0.1953
H -5.65880 -3.10910 5.71581 0.033 -0.177 -0.135 0.3608
H 1.07194 4.64272 2.89213 -0.073 0.279 0.212 0.4551
H -4.34561 0.74053 0.83251 -0.229 -0.331 -0.018 0.3372
H -7.33637 -4.64077 0.68049 0.480 -0.126 0.124 0.3524
H 0.66949 1.18353 0.98555 -0.123 0.586 -0.357 0.0323
C -0.74755 -1.56664 -0.05321 0.458 -0.504 0.096 2.2681
O -2.53683 1.43305 1.34090 -0.162 -0.224 -0.110 -0.8021
C -2.66370 2.13470 3.64729 -0.743 -0.646 0.476 -1.5625
H 3.47310 4.17260 1.74548 -0.131 0.093 0.133 0.3689
H -3.74734 2.08316 3.49708 0.020 0.385 0.081 0.4520
H 0.17544 -0.50488 -2.97199 -0.395 -0.091 0.458 -0.6359
H -3.14273 -0.50755 -7.42726 -0.296 0.121 0.021 0.3660
H 3.96561 -5.56461 -3.43654 0.067 0.126 0.185 0.3449
H 2.08967 -0.44241 1.58963 0.100 0.075 -0.059 0.1151
H 2.30740 -1.14872 0.05387 -0.411 -0.202 -0.356 0.0269
H 4.87791 -1.32807 -0.72015 -0.492 -0.023 0.174 0.3082
C 3.61373 -3.63029 -3.29872 -0.233 1.677 0.959 0.1879
O 6.71948 0.40954 -0.95436 -0.370 0.464 -0.076 -0.5865
H 0.54424 -2.34971 1.51019 0.042 -0.105 -0.211 0.7212
H -3.37627 2.54331 -0.08028 -0.091 -0.272 -0.048 0.2437
H 4.55374 -3.68806 1.61390 -0.265 0.071 -0.029 0.2723
H 2.49037 -0.26831 6.30172 -0.213 0.291 0.186 0.3561
H 0.53661 2.57688 -1.80703 0.016 0.259 0.185 0.1817
C -1.06644 1.36301 -5.96156 1.325 -0.469 -0.468 -1.1257
H 7.05366 0.20507 -1.83605 0.255 -0.065 0.163 0.4026
H 4.93211 -1.02474 -2.44221 0.388 0.237 0.030 0.6283
H 0.83609 3.08806 3.71465 -0.116 0.156 -0.462 -0.1329
H -0.17828 -0.78700 1.80468 0.045 -0.144 0.111 -0.6626
H -8.27375 -2.96707 1.23419 -0.121 0.310 0.003 0.3022
H 1.13715 0.87057 -2.95633 0.083 0.199 0.313 0.2377
H -3.91406 -1.37169 6.06125 -0.032 0.436 0.202 0.3836
H 5.03575 -1.22374 3.27949 -0.008 0.415 -0.257 0.2479
C 1.55792 -0.62264 0.64845 0.487 0.101 0.349 -0.1254
H -4.55712 -2.65204 -2.19052 -0.226 0.219 -0.023 0.2985
H 5.53740 2.72761 -1.73315 0.042 0.173 -0.346 0.3803
H -5.11661 -2.66907 0.35424 0.045 0.000 -0.363 -0.2776
```
Positions in Å, forces in eV/Å.